No. 1
The following is a quantum chemistry calculation of C48H70As2CsN3P3Si as an isolated structure in a non-equilibrium geometry, from the Open Molecules 2025 dataset.

Each line ends with the Mulliken charge.
Cartesian coordinates (Å):
Cs: -0.21 1.06 0.56  3.610
C: -3.50 0.38 -0.46  -1.005
C: -3.53 1.06 -1.83  0.492
C: -4.81 0.64 -2.54  -1.903
P: -1.86 0.67 -2.60  0.756
C: -1.75 1.82 -4.09  0.211
C: -0.67 1.28 -5.03  -1.005
C: -2.99 2.25 -4.87  -1.677
C: -2.18 -1.03 -3.24  -0.548
C: -3.08 -1.35 -4.25  -0.107
C: -3.38 -2.67 -4.55  -0.999
C: -2.79 -3.69 -3.81  -0.815
C: -1.85 -3.39 -2.84  -0.221
C: -1.49 -2.06 -2.55  0.166
Si: -0.01 -1.48 -1.45  -1.165
C: 1.21 -1.23 -2.95  -0.036
C: 1.05 -1.86 -4.20  0.268
C: 2.04 -1.86 -5.17  -1.027
C: 3.26 -1.24 -4.91  -0.955
C: 3.44 -0.57 -3.71  -0.285
C: 2.42 -0.53 -2.74  -0.028
P: 2.52 0.49 -1.21  0.860
C: 2.75 2.25 -1.86  0.904
C: 1.38 2.93 -1.79  -0.771
C: 3.36 2.46 -3.24  -1.718
C: 4.20 0.07 -0.48  0.238
C: 4.31 -1.45 -0.37  -1.402
C: 5.47 0.68 -1.06  -1.631
C: 0.73 -3.18 -0.85  0.587
C: 1.46 -4.07 -1.66  -0.046
C: 2.03 -5.23 -1.16  -1.088
C: 1.87 -5.56 0.18  -0.955
C: 1.15 -4.71 1.01  -0.520
C: 0.59 -3.52 0.52  -0.209
P: -0.26 -2.31 1.61  1.432
C: -1.81 -3.20 2.18  0.168
C: -1.78 -4.73 2.24  -1.757
C: -2.97 -2.74 1.29  -0.885
C: 0.78 -2.26 3.18  1.003
C: 0.76 -3.39 4.22  -1.832
C: 2.21 -1.90 2.79  -1.323
H: -4.43 0.55 0.10  0.764
H: -2.66 0.74 0.14  -0.829
H: -3.38 -0.69 -0.60  0.168
H: -3.52 2.15 -1.70  0.744
H: -4.87 -0.44 -2.62  0.317
H: -4.91 1.06 -3.54  0.375
H: -5.67 0.98 -1.95  0.496
H: -1.36 2.72 -3.61  0.328
H: -1.04 0.43 -5.59  0.279
H: 0.21 0.94 -4.47  -0.196
H: -0.35 2.05 -5.73  0.520
H: -3.46 1.42 -5.40  0.224
H: -2.69 2.99 -5.62  0.484
H: -3.74 2.72 -4.23  0.358
H: -3.58 -0.56 -4.81  0.222
H: -4.09 -2.91 -5.34  0.428
H: -3.04 -4.72 -4.02  0.363
H: -1.35 -4.19 -2.31  0.322
H: 0.12 -2.38 -4.41  0.322
H: 1.88 -2.37 -6.11  0.404
H: 4.06 -1.26 -5.64  0.369
H: 4.37 -0.07 -3.53  0.060
H: 3.40 2.72 -1.12  0.717
H: 0.64 2.36 -2.37  -0.031
H: 1.42 3.94 -2.18  0.722
H: 1.03 2.98 -0.76  -0.822
H: 2.80 1.92 -4.01  0.226
H: 4.40 2.14 -3.30  0.318
H: 3.33 3.53 -3.49  0.498
H: 4.09 0.47 0.54  0.190
H: 4.54 -1.88 -1.35  0.335
H: 3.38 -1.90 -0.03  -0.025
H: 5.11 -1.73 0.32  0.523
H: 5.71 0.26 -2.04  0.251
H: 6.32 0.46 -0.40  0.479
H: 5.41 1.77 -1.16  0.360
H: 1.60 -3.83 -2.71  0.446
H: 2.59 -5.89 -1.82  0.373
H: 2.30 -6.47 0.58  0.382
H: 1.04 -4.98 2.05  0.099
H: -1.98 -2.81 3.19  0.463
H: -1.59 -5.15 1.25  0.272
H: -2.76 -5.09 2.58  0.493
H: -1.03 -5.11 2.92  0.334
H: -2.76 -2.96 0.24  0.052
H: -3.11 -1.66 1.38  -0.124
H: -3.90 -3.24 1.56  0.548
H: 0.34 -1.38 3.67  0.028
H: 1.32 -4.26 3.88  0.318
H: -0.25 -3.70 4.47  0.352
H: 1.24 -3.03 5.14  0.476
H: 2.68 -2.72 2.23  0.446
H: 2.82 -1.71 3.68  0.476
H: 2.24 -1.01 2.16  0.038
C: 2.30 1.02 4.77  -1.355
As: 1.22 1.95 3.39  1.147
C: 2.55 3.35 3.05  -1.280
C: 0.03 2.88 4.64  0.121
C: 0.56 3.63 5.69  -0.599
C: -0.26 4.26 6.62  -0.848
C: -1.64 4.15 6.49  -0.817
C: -2.17 3.41 5.45  -0.571
C: -1.36 2.78 4.51  -0.333
As: -2.15 1.78 3.02  1.395
C: -3.50 3.09 2.47  -1.255
C: -3.36 0.64 4.09  -1.538
H: 2.64 1.69 5.56  0.523
H: 3.18 0.59 4.28  0.366
H: 1.72 0.21 5.20  0.287
H: 2.91 3.81 3.97  0.374
H: 2.11 4.12 2.42  0.257
H: 3.39 2.90 2.52  0.361
H: 1.64 3.72 5.80  0.184
H: 0.18 4.83 7.42  0.382
H: -2.29 4.63 7.21  0.394
H: -3.25 3.34 5.36  0.179
H: -4.15 3.38 3.29  0.430
H: -4.10 2.66 1.67  0.377
H: -2.98 3.97 2.09  0.243
H: -3.95 1.20 4.82  0.436
H: -2.77 -0.11 4.61  0.311
H: -4.04 0.13 3.41  0.393
N: 1.04 7.68 0.44  -0.664
C: 0.45 6.68 0.43  0.495
N: -0.26 5.59 0.33  -0.821
C: -0.27 4.52 1.03  0.038
N: -0.37 3.49 1.58  -0.126

ΔE to the lowest compared entry with this formula, charge and spin   1.267 eV
LUMO energy   1.8945 eV
Net charge   -1
Electronic energy   -7840.54238 Eh
M   1092.87 g mol⁻¹
HOMO level   -3.11 eV

No. 2
The following is a quantum chemistry calculation of a 6-piece molecular cluster, C48H72F4N4O10S overall in a non-equilibrium geometry, from the Open Molecules 2025 dataset.

Each line ends with the Mulliken charge.
Cartesian coordinates (Å):
H: 3.43 -2.59 -4.79  0.280
N: 3.97 -3.21 -4.19  -0.701
C: 5.04 -2.65 -3.81  -0.262
C: 5.45 -1.25 -4.21  -1.187
C: 5.46 -0.29 -3.04  1.498
C: 6.63 0.17 -2.54  -0.485
C: 7.96 -0.18 -3.11  -2.076
C: 8.50 -1.53 -2.70  0.039
O: 7.95 -2.59 -2.91  -0.469
C: 6.60 1.02 -1.48  0.181
N: 7.82 1.53 -1.01  -0.173
C: 8.67 0.67 -0.18  -1.876
C: 8.05 -0.58 0.38  0.627
C: 9.00 -1.12 1.46  -0.804
C: 8.78 -2.61 1.66  -1.176
C: 5.43 1.39 -0.97  -0.903
N: 5.27 2.33 0.11  0.686
C: 5.91 1.91 1.34  0.663
C: 5.16 0.95 2.21  -0.872
O: 6.99 2.33 1.70  -0.528
C: 5.54 3.68 -0.24  0.911
C: 5.56 4.01 -1.71  -1.057
O: 5.70 4.55 0.58  -0.613
C: 4.30 0.94 -1.51  0.263
C: 4.28 0.10 -2.54  -0.104
N: 3.13 -0.37 -3.18  -0.080
C: 1.87 -0.19 -2.60  -0.956
C: 0.87 -0.85 -3.15  0.636
F: 1.15 -1.65 -4.17  -0.379
C: -0.37 -0.74 -2.75  -1.140
C: -0.67 0.08 -1.75  1.023
C: -2.11 0.20 -1.37  -1.241
O: -2.85 1.03 -2.30  -0.350
C: -2.79 2.35 -2.11  0.955
F: -3.74 2.89 -2.88  -0.305
F: -1.65 2.89 -2.50  -0.257
F: -3.05 2.73 -0.87  -0.236
C: 0.31 0.75 -1.13  -0.726
C: -0.03 1.62 0.03  -1.263
O: -0.64 0.93 1.10  -0.434
C: -0.01 -0.27 1.51  -0.246
C: 1.56 0.61 -1.57  1.648
S: 2.82 1.57 -0.78  -0.001
H: 5.68 -3.25 -3.19  0.532
H: 4.72 -0.90 -4.92  0.519
H: 6.40 -1.31 -4.70  0.334
H: 7.91 -0.18 -4.19  0.876
H: 8.68 0.57 -2.86  0.359
H: 9.45 -1.53 -2.15  0.384
H: 7.70 2.44 -0.60  0.656
H: 9.51 0.35 -0.79  0.614
H: 9.09 1.25 0.62  0.474
H: 7.10 -0.41 0.87  -0.340
H: 7.91 -1.37 -0.34  0.171
H: 10.01 -0.88 1.16  0.494
H: 8.75 -0.58 2.36  0.322
H: 7.75 -2.80 1.42  0.163
H: 8.90 -2.82 2.71  0.345
H: 9.41 -3.20 1.02  0.403
H: 5.65 0.00 2.29  0.172
H: 5.19 1.39 3.19  0.511
H: 4.12 0.86 1.94  -0.021
H: 4.75 3.54 -2.25  0.280
H: 6.50 3.75 -2.17  0.251
H: 5.43 5.07 -1.79  0.420
H: 3.12 -0.17 -4.17  0.286
H: -1.14 -1.30 -3.24  0.673
H: -2.53 -0.78 -1.49  0.618
H: -2.25 0.47 -0.33  0.621
H: 0.84 2.14 0.42  0.598
H: -0.72 2.39 -0.23  0.212
H: -0.31 -0.43 2.52  0.210
H: -0.37 -1.10 0.93  0.222
H: 1.07 -0.17 1.46  0.092
C: -6.47 1.47 -0.65  -0.620
C: -7.64 0.51 -0.51  0.083
C: -6.93 -0.84 -0.43  -0.552
O: -5.66 -0.59 0.18  -0.397
C: -5.42 0.82 0.24  0.436
H: -6.70 2.49 -0.36  0.435
H: -6.12 1.49 -1.69  0.194
H: -8.17 0.70 0.42  0.122
H: -8.36 0.56 -1.33  0.002
H: -6.75 -1.25 -1.43  0.296
H: -7.48 -1.58 0.15  0.288
H: -5.53 1.14 1.28  0.249
H: -4.41 1.02 -0.09  -0.540
C: 0.40 -4.42 4.94  -0.366
C: -0.95 -3.91 5.44  -0.636
C: -1.02 -2.54 4.78  -0.486
O: -0.30 -2.64 3.55  -0.267
C: 0.44 -3.87 3.52  -0.356
H: 0.49 -5.51 4.97  0.360
H: 1.21 -3.99 5.54  0.120
H: -1.75 -4.54 5.07  0.282
H: -1.03 -3.86 6.53  0.342
H: -0.53 -1.77 5.40  0.306
H: -2.04 -2.22 4.58  0.306
H: -0.06 -4.55 2.82  0.293
H: 1.45 -3.68 3.17  0.109
C: -9.84 2.42 -5.23  -0.672
C: -9.46 2.19 -3.77  -0.320
C: -10.30 3.24 -3.06  0.137
O: -11.48 3.42 -3.85  -0.412
C: -11.31 2.77 -5.12  -0.437
H: -9.66 1.55 -5.87  0.358
H: -9.27 3.26 -5.63  0.289
H: -9.78 1.19 -3.45  0.243
H: -8.40 2.28 -3.56  0.259
H: -9.77 4.20 -3.02  0.286
H: -10.58 2.96 -2.05  -0.291
H: -11.94 1.88 -5.12  0.263
H: -11.65 3.44 -5.91  0.306
C: -12.95 2.89 0.52  -0.560
C: -11.51 2.50 0.86  -0.317
C: -11.63 2.12 2.33  -0.492
O: -12.95 1.61 2.51  -0.396
C: -13.74 1.89 1.35  -0.435
H: -13.18 2.84 -0.54  0.307
H: -13.14 3.91 0.86  0.305
H: -11.21 1.63 0.26  0.124
H: -10.78 3.30 0.68  0.385
H: -11.51 3.00 2.97  0.275
H: -10.90 1.37 2.63  0.251
H: -13.89 0.96 0.80  0.259
H: -14.71 2.28 1.66  0.293
C: 5.55 -3.52 5.75  -0.494
C: 5.49 -4.49 4.57  -0.651
C: 5.56 -3.54 3.38  -0.297
O: 6.34 -2.42 3.81  -0.246
C: 6.51 -2.47 5.22  -0.518
H: 5.88 -3.98 6.68  0.363
H: 4.57 -3.08 5.92  0.172
H: 6.36 -5.15 4.58  0.290
H: 4.59 -5.12 4.56  0.364
H: 4.56 -3.18 3.10  0.137
H: 6.02 -4.00 2.51  0.348
H: 7.55 -2.75 5.43  0.286
H: 6.33 -1.48 5.65  0.270

SMILES string   [H]/N=C\Cc1c(CC=O)c(NCCCC)c(N(C(C)=O)C(C)=O)c2c1Nc1c(F)cc(COC(F)(F)F)c(COC)c1S2.C1CCOC1.C1CCOC1.C1CCOC1.C1CCOC1.C1CCOC1
LUMO energy   0.3670 eV
Electronic energy   -3641.14771 Eh
M   973.18 g mol⁻¹
HOMO level   -7.87 eV